1.
C39H45N2O6TeTi | wB97M-V/def2-TZVPD

Computed properties:
multiplicity: 1
charge: -1

```
94
C39H45N2O6TeTi wB97M-V/def2-TZVPD
Ti 8.302 8.405 13.417
O 12.123 7.754 14.131
C 11.351 8.417 13.403
O 10.222 8.021 12.988
C 11.783 9.755 12.842
C 13.245 10.283 13.223
C 13.752 11.128 12.060
C 12.984 12.430 12.358
C 12.074 12.038 13.513
O 12.992 11.197 14.261
C 10.918 11.042 13.228
C 9.983 10.778 14.464
O 10.218 11.301 15.489
O 8.857 10.053 14.229
H 11.761 9.736 11.756
H 13.861 9.519 13.632
H 13.470 10.632 11.120
H 14.882 11.183 12.111
H 12.416 12.883 11.443
H 13.651 13.195 12.747
H 11.689 12.904 14.053
H 10.298 11.400 12.420
C 10.404 9.209 7.918
C 10.668 9.322 9.377
C 10.151 10.636 9.858
C 10.876 11.761 9.463
C 10.393 12.994 9.736
C 9.213 13.164 10.474
C 8.437 12.034 10.838
C 7.206 12.234 11.708
C 5.981 12.135 10.727
C 8.982 10.771 10.547
N 8.334 9.503 11.086
C 7.897 8.666 10.252
C 7.497 7.337 10.670
C 6.817 6.279 9.994
C 6.584 5.268 10.897
C 7.147 5.719 12.081
N 7.582 6.984 11.994
H 10.798 8.258 7.552
H 11.112 9.988 7.469
H 9.439 9.445 7.596
H 11.749 9.324 9.579
H 10.176 8.536 9.923
H 11.770 11.539 8.849
H 10.875 13.917 9.424
H 8.925 14.166 10.769
H 7.307 13.280 12.116
H 7.099 11.470 12.450
H 6.082 12.919 9.974
H 5.024 12.044 11.248
H 6.110 11.149 10.222
H 7.848 8.971 9.225
H 6.632 6.328 8.886
H 6.214 4.322 10.688
H 6.959 5.313 13.075
C 6.205 9.023 13.632
H 5.931 9.831 12.933
H 6.182 9.399 14.657
H 5.525 8.200 13.419
C 7.857 5.690 16.472
C 8.295 7.082 16.055
C 9.760 7.303 16.459
O 8.139 7.155 14.669
H 7.677 5.777 17.590
H 8.633 4.984 16.305
H 6.958 5.444 15.870
H 7.678 7.823 16.594
H 10.449 6.642 15.975
H 9.860 7.212 17.595
H 9.946 8.278 16.183
Te 7.867 10.899 18.747
C 7.462 12.933 18.247
C 8.088 13.447 17.105
C 8.036 14.789 16.826
C 7.169 15.560 17.612
C 6.440 15.061 18.700
C 6.634 13.702 19.034
C 9.684 11.578 19.694
C 10.944 11.730 19.087
C 12.054 12.240 19.823
C 11.897 12.543 21.188
C 10.667 12.332 21.793
C 9.589 11.900 21.023
H 8.430 12.735 16.408
H 8.445 15.156 15.896
H 7.101 16.616 17.366
H 5.773 15.667 19.307
H 6.206 13.256 19.929
H 10.999 11.519 18.049
H 12.981 12.316 19.376
H 12.780 12.940 21.738
H 10.544 12.593 22.807
H 8.648 11.842 21.488
```

2.
C39H45N6O2Rh | wB97M-V/def2-TZVPD

Computed properties:
expectation value of S²: 6.034
multiplicity: 5
charge: +2

```
93
C39H45N6O2Rh wB97M-V/def2-TZVPD
Rh 0.797 0.670 0.796
C -1.759 -0.867 -4.507
C -0.546 -0.365 -5.241
C -0.629 0.094 -6.552
C 0.491 0.558 -7.226
C 1.731 0.568 -6.603
C 1.841 0.104 -5.301
C 0.711 -0.353 -4.635
N 0.840 -0.807 -3.279
C 0.845 0.023 -2.218
N 0.833 1.338 -2.490
C 0.720 2.446 -1.626
C 0.668 2.332 -0.242
C 0.520 3.494 0.521
C 0.434 4.733 -0.080
C 0.495 4.827 -1.468
C 0.636 3.704 -2.260
C 0.691 3.820 -3.760
N 0.855 -0.439 -0.973
C 0.900 -1.858 -0.789
C -0.261 -2.500 -0.362
C -0.247 -3.854 -0.074
C 0.935 -4.571 -0.210
C 2.083 -3.932 -0.649
C 2.091 -2.572 -0.962
C 3.346 -1.941 -1.504
H -2.664 -0.661 -5.075
H -1.857 -0.398 -3.525
H -1.710 -1.947 -4.348
H -1.590 0.087 -7.050
H 0.395 0.909 -8.244
H 2.607 0.920 -7.129
H 2.801 0.082 -4.799
H 0.721 -1.789 -3.076
H 0.818 1.553 -3.478
H 0.455 3.419 1.603
H 0.318 5.627 0.519
H 0.429 5.797 -1.943
H 0.632 4.863 -4.062
H -0.141 3.296 -4.241
H 1.622 3.418 -4.169
H -1.167 -1.917 -0.233
H -1.150 -4.345 0.261
H 0.961 -5.628 0.016
H 2.999 -4.499 -0.768
H 4.228 -2.328 -0.993
H 3.338 -0.853 -1.424
H 3.468 -2.167 -2.566
N 2.927 0.906 1.036
C 3.388 0.944 2.452
C 3.161 -0.382 3.160
C 1.710 -0.751 3.427
N 0.970 -1.071 2.187
H 3.386 0.134 0.559
H 3.205 1.759 0.557
H 2.846 1.747 2.956
H 4.449 1.197 2.477
H 3.672 -0.327 4.122
H 3.658 -1.188 2.605
H 1.191 0.074 3.923
H 1.680 -1.603 4.110
H 0.017 -1.342 2.432
H 1.377 -1.892 1.746
C -0.350 -1.216 6.886
O -0.976 -0.563 5.782
C -1.462 -1.344 4.781
C -1.191 -2.692 4.620
C -1.750 -3.392 3.552
C -2.604 -2.751 2.672
C -2.894 -1.401 2.838
C -2.303 -0.678 3.868
N -2.547 0.674 4.114
C -3.241 1.563 3.353
C -3.298 1.612 1.924
C -4.405 2.150 1.294
C -4.527 2.158 -0.103
C -3.536 1.612 -0.934
C -2.393 1.133 -0.357
C -2.199 1.188 1.058
O -1.072 0.911 1.595
H -0.142 -0.439 7.615
H 0.585 -1.689 6.582
H -1.016 -1.962 7.322
H -0.562 -3.211 5.330
H -1.545 -4.448 3.445
H -3.088 -3.305 1.878
H -3.619 -0.924 2.194
H -2.362 0.948 5.069
H -3.781 2.323 3.901
H -5.219 2.537 1.894
H -5.426 2.570 -0.544
H -3.671 1.597 -2.006
H -1.576 0.747 -0.954
```

3.
C39H46P2W | wB97M-V/def2-TZVPD

Computed properties:
expectation value of S²: 2.011
multiplicity: 3
charge: +2

```
88
C39H46P2W wB97M-V/def2-TZVPD
W 0.043 -0.315 -1.013
C -1.977 -0.678 -0.781
C -0.165 -2.305 -0.495
C -0.596 -3.286 -1.580
C 0.191 -2.786 -2.845
C 0.961 -1.588 -2.294
C -1.023 0.212 -2.618
C -2.099 -0.692 -3.204
C -2.799 -1.281 -1.919
C 1.470 1.169 -1.486
H -2.340 -0.794 0.242
H -0.467 -2.506 0.541
H -1.651 -3.515 -1.730
H -0.141 -4.262 -1.361
H 0.845 -3.626 -3.154
H -0.374 -2.569 -3.749
H 1.712 -1.037 -2.867
H -0.437 0.926 -3.197
H -1.729 -1.390 -3.957
H -2.869 -0.108 -3.740
H -3.805 -0.823 -1.914
H -2.991 -2.356 -1.924
H 1.025 2.105 -1.102
H 1.631 1.135 -2.574
H 2.326 0.810 -0.876
P 1.719 -1.798 3.970
P 0.039 5.163 -1.732
C 1.222 -2.032 -0.907
C -1.711 0.628 -1.383
C 3.010 -2.898 3.482
C 2.876 -3.752 2.359
C 3.965 -4.520 1.959
C 5.187 -4.441 2.644
C 5.324 -3.581 3.747
C 4.254 -2.803 4.163
C 0.460 -2.961 4.419
C -0.889 -2.566 4.186
C -1.929 -3.388 4.602
C -1.656 -4.595 5.267
C -0.333 -4.977 5.519
C 0.726 -4.173 5.109
C 0.139 4.746 -3.438
C 1.138 3.833 -3.864
C 1.035 3.277 -5.133
C 0.048 3.727 -6.022
C -0.829 4.757 -5.653
C -0.782 5.286 -4.370
C -1.528 4.412 -1.339
C -2.053 4.686 -0.038
C -3.250 4.116 0.367
C -3.955 3.262 -0.490
C -3.469 3.008 -1.780
C -2.218 3.501 -2.170
H 2.035 -2.669 -0.537
H -2.492 1.383 -1.320
H 1.927 -3.806 1.822
H 3.866 -5.190 1.102
H 6.037 -5.040 2.314
H 6.278 -3.517 4.273
H 4.343 -2.120 5.010
H -1.086 -1.617 3.682
H -2.960 -3.092 4.417
H -2.481 -5.231 5.594
H -0.126 -5.914 6.043
H 1.755 -4.475 5.307
H 1.938 3.552 -3.178
H 1.732 2.496 -5.439
H -0.027 3.284 -7.018
H -1.559 5.139 -6.368
H -1.461 6.079 -4.056
H -1.485 5.338 0.630
H -3.643 4.317 1.367
H -4.888 2.795 -0.169
H -4.037 2.374 -2.472
H -1.810 3.195 -3.133
C -0.364 2.812 2.712
C 0.554 2.138 1.678
C 1.937 1.989 2.330
C -0.061 0.832 1.191
H -0.598 2.105 3.520
H -1.301 3.159 2.264
H 0.140 3.682 3.152
H 0.645 2.815 0.812
H 1.903 1.265 3.160
H 2.714 1.680 1.620
H 2.229 2.968 2.740
H 0.229 -0.013 1.840
H -1.165 0.927 1.230
```

What energy relative to the best compared isomer or geometry (same formula, charge and spin) values result from the calculations? In sequence: 150.2, 0.0, 566.3 kJ/mol.
What calculated total energy values result from the calculations? In sequence: -86850.0303, -57203.2463, -61563.6690 eV.